Below is 2 unconnected molecules or ions with the total composition CH5N3O in a non-equilibrium geometry, with properties calculated with ωB97M-V/def2-TZVPD.

Each line ends with the Mulliken charge.
Cartesian coordinates (Å):
1 C -0.0927 -0.6003 0.8827  -0.7738
2 N -0.7442 1.9351 -0.1341  0.1255
3 N 0.1113 -0.4957 -1.4220  -0.2619
4 N -0.7159 -0.3273 -0.3778  -0.3858
5 O -0.0153 2.0040 0.8164  -0.2604
6 H 0.6074 0.1629 1.2157  0.3474
7 H -0.7579 -0.8114 1.5860  0.3609
8 H 0.6812 -1.4517 0.7281  0.3265
9 H -0.1412 0.2821 -1.9395  0.2853
10 H 1.0673 -0.6978 -1.3555  0.2363

The calculation puts the HOMO-LUMO gap (alpha / beta) at 9.06 / 7.83 eV. The net charge is 0. Its calculated total energy is -7630.3902 eV. For the energy above the lowest of the compared OMol25 structures with the same formula, charge and spin, the calculation gives 506.3 kJ/mol. The largest force on an atom is 6.06 eV/A. The LUMO energy (alpha / beta) comes out at 0.9 / -0.5 eV. As for the multiplicity: 1.